(1)
Molecular formula: C44H71N11
Method: DFT, ωB97M-V/def2-TZVPD

Each line ends with the Löwdin charge.
Element x y z (Å)
C 1.6125 -1.8269 3.5560  -0.10
C 0.5742 -2.4587 2.8274  -0.12
C 0.4753 -1.7963 1.6859  -0.17
N 1.3330 -0.7309 1.7097  0.03
C 2.1661 -0.8162 2.7350  -0.16
H 2.0075 -2.1498 4.5079  0.09
H 0.0218 -3.2860 3.2479  0.10
H -0.3532 -1.7797 0.9933  0.10
H 1.3205 -0.0036 1.0090  0.07
H 2.9433 -0.0735 2.8386  0.11
C 0.8524 1.6082 -0.0380  -0.18
C -0.4905 1.3485 -0.0459  -0.13
C -0.6920 0.3395 -0.9801  -0.13
N 0.5275 -0.0109 -1.5073  0.06
C 1.4413 0.8450 -0.9145  -0.18
H 1.3438 2.4051 0.5004  0.12
H -1.2686 1.8302 0.5275  0.07
H -1.5816 -0.1109 -1.3950  0.09
H 0.7680 -0.7056 -2.1998  0.08
H 2.4761 0.8195 -1.2227  0.11
C -4.1335 -2.0263 -1.1594  -0.12
C -3.1442 -2.4841 -2.0802  -0.09
C -3.2348 -3.8672 -2.0191  -0.15
N -4.2241 -4.1997 -1.1261  0.01
C -4.6902 -3.1083 -0.4957  -0.15
H -4.3237 -0.9901 -0.9219  0.08
H -2.4201 -1.8925 -2.6207  0.07
H -2.7991 -4.7020 -2.5480  0.09
H -4.4418 -5.1681 -0.9393  0.15
H -5.4409 -3.3368 0.2462  0.09
C 1.1808 1.7016 5.8574  -0.10
C 0.7366 1.7720 4.3671  -0.23
C -0.5693 0.9954 4.1898  -0.19
C -0.8631 -0.0889 5.1465  -0.24
N -1.1022 -0.9162 5.9498  0.14
H 1.3208 0.6737 6.1919  0.06
H 0.5625 2.2200 6.5902  0.08
H 2.1914 2.1100 5.8560  0.07
H 1.5116 1.3934 3.7005  0.08
H 0.4358 2.8102 4.2263  0.07
H -0.6407 0.5923 3.1796  0.09
H -1.3250 1.7651 4.3470  0.11
C 3.8508 -4.6570 -4.8031  -0.10
C 4.6361 -3.3186 -4.8461  -0.22
C 4.4913 -2.3608 -3.5558  -0.15
C 3.3054 -1.5434 -3.5931  -0.20
N 2.4153 -0.8146 -3.6069  0.19
H 3.9873 -5.0587 -3.7991  0.06
H 4.1347 -5.4577 -5.4859  0.07
H 2.7880 -4.4225 -4.8635  0.06
H 4.2774 -2.7138 -5.6790  0.10
H 5.6277 -3.6022 -5.1991  0.10
H 5.4510 -1.8565 -3.4429  0.12
H 4.4554 -3.1055 -2.7607  0.09
C 1.9058 6.2964 3.7728  -0.11
C 0.5794 6.8737 3.4058  -0.24
C -0.6682 5.9707 3.6814  -0.18
C -0.8018 4.9186 2.7944  -0.25
N -0.8514 4.0516 2.0498  0.21
H 1.9778 5.2632 3.4330  0.07
H 2.1840 6.1432 4.8155  0.08
H 2.7258 6.8749 3.3475  0.08
H 0.4671 7.1617 2.3606  0.12
H 0.4653 7.8061 3.9587  0.11
H -1.5145 6.6541 3.7511  0.13
H -0.6556 5.4933 4.6612  0.13
C 1.8858 -4.2679 -0.8743  -0.09
C 1.0914 -5.3135 -1.6861  -0.21
C -0.2619 -4.7507 -2.1589  -0.21
C -0.2085 -3.7961 -3.2099  -0.27
N -0.1953 -3.0068 -4.0037  0.19
H 1.3575 -4.1804 0.0751  0.06
H 1.8154 -3.2461 -1.2471  0.06
H 2.9460 -4.4839 -0.7419  0.07
H 1.0017 -6.2881 -1.2062  0.11
H 1.6220 -5.4129 -2.6331  0.08
H -0.6567 -4.2184 -1.2935  0.12
H -1.0150 -5.4880 -2.4373  0.11
C -0.8731 1.1813 -4.5466  -0.09
C -1.8248 1.9823 -5.4477  -0.27
C -1.4140 3.2902 -6.0745  -0.21
C -0.4050 4.0697 -5.3862  -0.26
N 0.4453 4.6436 -4.8810  0.15
H -1.1548 0.1462 -4.3537  0.06
H -0.7967 1.7533 -3.6218  0.06
H 0.0509 1.1939 -5.1247  0.08
H -2.7046 2.2482 -4.8617  0.09
H -2.1831 1.4037 -6.2991  0.11
H -2.2789 3.9262 -6.2628  0.12
H -0.9360 3.0655 -7.0280  0.12
C -3.3012 -0.8458 1.8139  -0.12
C -4.6137 -0.3814 2.4424  -0.21
C -4.9906 -1.4180 3.5085  -0.19
C -5.0806 -2.8015 3.0851  -0.24
N -5.1060 -3.9024 2.7432  0.15
H -2.8758 -0.1137 1.1274  0.05
H -3.3456 -1.8151 1.3175  0.06
H -2.3944 -0.8310 2.4187  0.06
H -5.3185 -0.2283 1.6251  0.11
H -4.5211 0.5539 2.9943  0.11
H -5.9734 -1.2510 3.9493  0.12
H -4.2851 -1.4404 4.3391  0.12
C 4.8361 -2.5689 1.6228  -0.10
C 4.9557 -1.8430 0.2985  -0.27
C 5.9475 -0.6967 0.2767  -0.20
C 5.4756 0.6264 0.7792  -0.19
N 4.9897 1.6584 1.1114  0.13
H 3.9161 -3.1135 1.8353  0.07
H 4.7304 -1.7773 2.3646  0.06
H 5.6714 -3.2023 1.9213  0.08
H 4.0160 -1.4310 -0.0694  0.10
H 5.3996 -2.5468 -0.4056  0.09
H 6.2633 -0.5614 -0.7577  0.11
H 6.8860 -0.9735 0.7570  0.12
C -4.0291 4.2548 0.4764  -0.08
C -4.0609 3.1668 -0.6248  -0.23
C -2.8732 3.3504 -1.4972  -0.25
C -2.9441 4.3287 -2.5692  -0.22
N -3.0177 5.1515 -3.3934  0.15
H -4.7776 4.1520 1.2621  0.07
H -3.8497 5.2446 0.0565  0.08
H -3.0842 4.1445 1.0086  0.02
H -4.9398 3.1353 -1.2687  0.12
H -3.6992 2.1932 -0.2941  0.09
H -2.6822 2.4848 -2.1315  0.10
H -1.9296 3.5490 -0.9889  0.12

The value obtained for the energy relative to the best compared isomer or geometry (same formula, charge and spin) is 361.3 kJ/mol. The frontier orbital gap is 8.32 eV. The HOMO energy is -0.294 Ha. The total energy comes out at -63165.06450 eV. The SMILES is c1cc[nH]c1.c1cc[nH]c1.c1cc[nH]c1.CCCC#N.CCCC#N.CCCC#N.CCCC#N.CCCC#N.CCCC#N.CCCC#N.CCCC#N.

(2)
Molecular formula: C40H105N7O14
Method: DFT, ωB97M-V/def2-TZVPD

Each line ends with the Löwdin charge.
Element x y z (Å)
C -0.8341 3.6511 -0.8869  -0.10
O -0.8809 3.4824 0.5303  -0.06
C 0.2514 2.6687 0.7846  -0.21
C 1.1639 3.4494 1.7852  -0.06
N 0.3660 3.6096 3.0452  0.02
C 0.9291 4.6376 3.9507  -0.15
C 0.0362 5.0657 5.1037  -0.22
O -1.3488 5.0268 4.7516  -0.16
C -2.1540 5.1651 5.9023  -0.12
H -1.7883 4.1209 -1.1257  0.11
H -0.5275 2.7339 -1.3896  0.06
H -0.1118 4.4218 -1.1560  0.11
H 0.9544 2.3806 0.0030  0.08
H -0.1178 1.7113 1.1523  0.08
H 1.6361 4.3705 1.4434  0.14
H 1.8737 2.6824 2.0951  0.08
H 0.1798 2.7841 3.5964  0.09
H 0.9293 5.5925 3.4250  0.11
H 1.9410 4.5003 4.3318  0.13
H 0.4547 6.0499 5.3141  0.12
H 0.1896 4.3876 5.9432  0.11
H -2.2190 6.1841 6.2837  0.08
H -1.7229 4.5487 6.6912  0.08
H -3.1752 4.8066 5.7732  0.09
C 3.8584 1.2068 -1.1371  -0.11
O 4.6754 0.0306 -0.8318  -0.14
C 4.4018 -0.4389 0.5278  -0.18
C 5.1501 -1.7353 0.7218  -0.21
N 5.0839 -2.3326 2.0709  -0.04
C 3.9005 -3.1497 2.1736  -0.21
C 3.7632 -4.3346 1.2430  -0.21
O 2.6187 -5.0887 1.5398  -0.18
C 2.4856 -6.1437 0.6643  -0.15
H 2.9217 1.1922 -0.5799  0.09
H 3.6610 1.0984 -2.2036  -0.01
H 4.4014 2.0799 -0.7751  0.09
H 3.3207 -0.5723 0.4899  0.11
H 4.7768 0.1272 1.3804  0.13
H 6.1989 -1.5631 0.4799  0.12
H 4.8201 -2.3914 -0.0836  0.10
H 4.8548 -1.5915 2.7176  0.10
H 3.0364 -2.4865 2.1331  0.11
H 3.9531 -3.5473 3.1871  0.13
H 4.5477 -5.0538 1.4782  0.13
H 3.8378 -4.1227 0.1764  0.12
H 1.8516 -6.9572 1.0171  0.12
H 3.3525 -6.7958 0.5584  0.11
H 2.0656 -5.8724 -0.3043  0.00
C -4.8148 0.5845 6.2434  -0.13
O -3.8439 -0.1328 5.4839  -0.28
C -3.3049 -1.3038 6.1849  -0.15
C -2.2699 -2.1193 5.3143  -0.20
N -1.2324 -1.1495 5.0429  -0.03
C -0.3128 -1.6322 4.0144  -0.21
C 0.8109 -0.5715 3.6119  -0.12
O 0.1052 0.7359 3.6288  -0.14
C 1.1670 1.6786 3.4363  -0.17
H -5.6807 0.0025 6.5589  0.08
H -5.0539 1.4138 5.5776  0.10
H -4.4341 0.9360 7.2024  0.08
H -4.2103 -1.8759 6.3874  0.11
H -2.7814 -1.0432 7.1047  0.11
H -2.8388 -2.4788 4.4568  0.11
H -1.9948 -2.9721 5.9350  0.10
H -0.7049 -0.9319 5.8763  0.11
H -0.8586 -1.9313 3.1196  0.03
H 0.2003 -2.5530 4.2920  0.10
H 1.1529 -0.8271 2.6090  0.08
H 1.6365 -0.7341 4.3047  0.11
H 1.7090 1.5177 2.5044  0.07
H 1.9742 1.8398 4.1508  0.11
H 0.7662 2.6858 3.3225  -0.24
C -2.0562 0.0056 -8.2344  -0.09
O -1.9239 0.7768 -7.0490  -0.25
C -1.6760 2.1852 -7.2641  -0.17
C -1.0968 3.0227 -6.0719  -0.19
N -1.9184 2.8251 -4.8964  -0.04
C -1.4199 1.9422 -3.8343  -0.17
C -2.1938 2.1674 -2.5071  -0.14
O -1.8979 1.2870 -1.3843  -0.22
C -2.4154 -0.0313 -1.4820  -0.25
H -2.7132 -0.8037 -7.9157  0.10
H -1.0534 -0.4009 -8.3655  0.06
H -2.4383 0.5956 -9.0675  0.09
H -2.6945 2.5299 -7.4433  0.12
H -0.9911 2.3560 -8.0946  0.12
H -0.9458 4.0845 -6.2667  0.11
H -0.0740 2.6807 -5.9134  0.08
H -2.7480 2.3884 -5.2721  0.10
H -0.3904 2.1053 -3.5154  0.08
H -1.5070 0.9069 -4.1641  0.11
H -3.2793 2.1929 -2.6022  0.14
H -1.9887 3.2077 -2.2545  0.06
H -1.7254 -0.7791 -1.0911  0.09
H -2.5938 -0.3510 -2.5087  0.11
H -3.3522 -0.1037 -0.9296  0.15
C 3.1144 3.4866 -1.3204  -0.09
O 1.8216 3.1815 -1.9010  -0.17
C 1.5230 1.7974 -2.2605  -0.18
C 2.4828 1.2247 -3.3252  -0.07
N 1.7754 0.1939 -4.0461  0.00
C 1.2459 0.6261 -5.4001  -0.07
C 0.4093 -0.4218 -6.0361  -0.22
O 0.9181 -1.7440 -5.8956  -0.22
C -0.1640 -2.7004 -6.2681  -0.05
H 3.0599 4.5347 -1.0261  0.11
H 3.9346 3.3477 -2.0247  0.10
H 3.2634 2.8323 -0.4615  0.05
H 0.4930 1.7243 -2.6096  0.09
H 1.5811 1.2402 -1.3255  0.05
H 3.2963 0.8517 -2.7030  0.02
H 2.9612 1.9263 -4.0086  0.16
H 2.4241 -0.5801 -4.0333  0.16
H 2.0763 0.8821 -6.0581  0.13
H 0.7270 1.5566 -5.1697  0.08
H 0.1893 -0.2968 -7.0963  0.10
H -0.5528 -0.6086 -5.5590  0.10
H -0.9682 -2.6349 -5.5353  0.09
H 0.2624 -3.6956 -6.1428  0.09
H -0.5666 -2.5950 -7.2756  0.08
C 0.7438 -1.7474 -2.8583  -0.13
O 0.7091 -0.4217 -2.5332  -0.19
H 1.7566 -2.0396 -2.5808  0.10
H -0.0763 -2.3000 -2.3999  0.09
H 0.6399 -1.9562 -3.9231  0.07
H 1.0903 0.0901 -3.2504  -0.25
C 0.5111 0.5987 -0.1580  -0.24
O 0.5170 0.1953 1.1801  -0.29
H -0.4507 0.3375 -0.5995  0.07
H 0.5255 1.6445 -0.4650  0.03
H 0.9763 -0.2072 -0.7256  0.10
H 1.0418 -0.6003 1.2954  0.03
C 0.2828 -2.0819 0.1278  0.00
C -0.6990 -3.2492 0.5151  -0.30
C -0.1176 -4.6706 0.2803  -0.17
O 0.2740 -4.7562 -1.1044  -0.17
C 0.7595 -6.0552 -1.5431  -0.08
N -1.0439 -3.0901 1.9277  0.01
H 0.5400 -1.4267 0.9601  0.04
H -0.1853 -1.3103 -0.4834  0.04
H 1.1334 -2.4844 -0.4223  0.10
H -1.5787 -3.0044 -0.0801  0.14
H -0.8550 -5.4392 0.5117  0.12
H 0.5856 -4.8178 1.1001  0.10
H -0.0312 -6.7736 -1.3268  0.10
H 1.6784 -6.3464 -1.0342  0.01
H 0.8040 -5.9867 -2.6300  0.10
H -0.4720 -3.6979 2.4967  0.09
H -1.9682 -3.4941 1.8784  0.09
C -2.0733 0.3803 0.1243  -0.25
C -2.5066 0.2736 1.5342  -0.22
C -3.3683 -0.9218 2.0394  -0.11
O -3.7690 -0.7996 3.4370  -0.20
C -5.1661 -0.5225 3.4597  -0.11
N -1.2224 0.2218 2.1904  0.04
H -1.4897 1.2915 -0.0069  0.10
H -2.9216 0.4877 -0.5517  0.03
H -1.5073 -0.4724 -0.2506  0.05
H -2.9075 1.2718 1.7098  0.16
H -2.7667 -1.8217 1.9119  0.09
H -4.2403 -1.0711 1.4026  0.11
H -5.4709 -0.2105 4.4586  0.05
H -5.8366 -1.3171 3.1324  0.09
H -5.5152 0.3792 2.9565  0.09
H -0.6655 -0.5668 1.8938  0.05
H -0.6278 0.8414 1.6588  0.01

The value obtained for the energy relative to the best compared isomer or geometry (same formula, charge and spin) is 6031.7 kJ/mol. The frontier orbital gap is 5.56 eV. The HOMO energy is -0.187 Ha. The total energy comes out at -82208.50068 eV.

(3)
Molecular formula: C5H13N2O
Method: DFT, ωB97M-V/def2-TZVPD

Each line ends with the Löwdin charge.
Element x y z (Å)
N -1.8121 0.4850 -1.7038  -0.09
C -0.8170 1.5765 -1.4354  -0.29
C 0.1607 1.5431 -0.1837  -0.32
N 1.3723 0.8235 -0.1992  -0.11
C 1.5953 -0.1326 0.8706  -0.29
C 0.9118 -1.5616 0.9096  -0.21
C -0.6296 -1.8248 0.9052  -0.59
O -1.2558 -0.8013 0.5087  -0.30
H -2.7100 0.6594 -1.1441  0.06
H -1.4962 -0.3995 -1.2354  0.03
H -1.3978 2.5577 -1.3093  0.09
H -0.1928 1.5206 -2.4526  0.11
H 0.3912 2.7216 -0.1019  0.11
H -0.3875 1.2805 0.7248  0.08
H 1.4148 0.3040 -1.1438  0.13
H 1.1702 0.3517 1.8824  0.14
H 2.6562 -0.1717 1.1465  0.08
H 1.3981 -2.3664 1.6464  0.11
H 1.2805 -1.8860 -0.1830  0.10
H -0.8365 -2.7745 0.4086  0.07
H -0.8158 -1.9051 2.0894  0.09

The value obtained for the energy relative to the best compared isomer or geometry (same formula, charge and spin) is 282.5 kJ/mol. The net charge is -1. The frontier orbital gap is 7.11 eV. The HOMO energy is -0.101 Ha. The total energy comes out at -10420.77083 eV. The SMILES is NCCNCCC[O-].

(4)
Molecular formula: C37H30ClMoN7O11S
Method: DFT, ωB97M-V/def2-TZVPD

Each line ends with the Löwdin charge.
Element x y z (Å)
Mo -0.1990 0.2359 -0.8731  1.73
N 3.1709 -2.2459 -0.3168  0.17
C 3.6866 -1.2400 0.4636  -0.16
C 4.8852 -1.1123 1.1684  -0.01
C 5.0754 0.0842 1.8703  -0.10
C 4.1104 1.0949 1.8615  -0.08
C 2.9160 0.9414 1.1460  -0.01
C 2.7046 -0.2489 0.4358  -0.17
N 1.6313 -0.6349 -0.3316  -0.03
C 1.9560 -1.8266 -0.7559  -0.38
C 0.9719 -2.4616 -1.6005  -0.29
C 0.9743 -3.6872 -2.2141  -0.30
S -0.5010 -3.8519 -3.0854  1.10
C -0.9702 -2.2834 -2.5493  -0.40
N -0.1139 -1.6530 -1.7753  -0.10
H 3.6122 -3.1284 -0.5236  0.17
H 5.6360 -1.8946 1.1774  0.10
H 5.9943 0.2307 2.4350  0.10
H 4.2851 2.0140 2.4161  0.11
H 2.1618 1.7203 1.1336  0.08
H 1.7202 -4.4669 -2.2065  0.10
H -1.9177 -1.8468 -2.8368  0.09
O -3.5942 -1.9969 0.0629  -0.01
C -2.7988 -1.2197 -0.5793  -0.51
O -1.6399 -0.8939 -0.1778  -0.19
C -3.3190 -0.6727 -1.9176  -0.06
C -4.6190 -1.0843 -2.3191  0.08
C -5.1752 -0.6444 -3.5162  -0.15
C -4.4604 0.2080 -4.3449  0.08
C -3.1776 0.6099 -3.9409  -0.07
C -2.5434 0.2107 -2.7343  -0.31
O -1.3783 0.6057 -2.3987  -0.23
N -2.4963 1.5072 -4.8720  -0.31
O -2.7987 2.7152 -4.8222  0.08
O -1.8588 0.9858 -5.8069  0.07
N -6.5173 -1.0770 -3.9105  -0.33
O -6.9584 -0.6726 -5.0008  0.03
O -7.1554 -1.8205 -3.1499  0.05
H -5.1691 -1.7557 -1.6608  0.13
H -4.8660 0.5674 -5.2850  0.14
O 0.8504 0.7643 -2.5137  -0.29
N 1.3568 -0.3875 -2.9722  -0.18
C 2.6633 -0.8133 -2.4945  0.03
C 3.1306 -2.1154 -3.1002  -0.11
C 2.3858 -2.7994 -3.9775  -0.14
C 1.0657 -2.2999 -4.3954  -0.18
C 0.5956 -1.1488 -3.9052  -0.09
H 2.6309 -0.9226 -1.3900  0.00
H 4.1015 -2.5046 -2.8105  0.10
H 2.7570 -3.7329 -4.3888  0.11
H 0.4755 -2.8693 -5.1065  0.09
H -0.3787 -0.7907 -4.2245  0.13
C -1.5007 -1.0723 6.1532  -0.04
C -0.1290 -0.5297 5.8860  -0.18
C 0.4573 0.3233 6.8383  -0.06
C 1.7407 0.8345 6.6409  -0.69
Cl 2.4495 1.8485 7.8401  0.64
C 2.4579 0.5157 5.4927  -0.11
C 1.8763 -0.3085 4.5294  0.02
C 0.5817 -0.8075 4.7093  -0.25
O 0.1368 -1.6627 3.7375  -0.04
C -0.9785 -1.1628 2.9606  -0.07
C -0.6906 0.1580 2.2214  -0.54
O -1.1665 1.1974 2.7711  0.02
O -0.0923 0.0498 1.1121  -0.22
H -1.6885 -1.1486 7.2298  0.08
H -1.6155 -2.0804 5.7430  0.09
H -2.2584 -0.4108 5.7220  0.09
H -0.0910 0.5841 7.7395  0.11
H 3.4565 0.9081 5.3321  0.10
H 2.4180 -0.5521 3.6185  0.11
H -1.8818 -1.0867 3.5705  0.11
H -1.1888 -1.9312 2.2069  0.13
N 0.8840 1.9831 -0.4792  -0.05
C 0.1180 3.0872 -0.0663  -0.29
C 0.6790 4.0988 0.7175  -0.02
C -0.0489 5.2557 1.0083  -0.09
C -1.3299 5.4239 0.4860  -0.10
C -1.8764 4.4419 -0.3375  -0.05
C -1.1442 3.2886 -0.6276  -0.08
H 1.6660 1.7964 0.1657  0.02
H 1.4661 2.2392 -1.2902  0.15
H 1.6843 3.9954 1.1160  0.11
H 0.3882 6.0283 1.6348  0.10
H -1.8970 6.3230 0.7114  0.10
H -2.8685 4.5738 -0.7603  0.11
H -1.5684 2.5327 -1.2835  0.07
H -1.3442 1.5751 -0.4359  0.08

The net charge is -1. As for the spin multiplicity: 2. The frontier orbital gap (alpha / beta) is 5.29 / 4.94 eV. As for the expectation value of S²: 0.812. The HOMO energy (alpha / beta) is -0.131 / -0.129 Ha. The total energy comes out at -97007.97984 eV.